No. 1
ORCA calculation (ωB97M-V/def2-TZVPD) on C15H17Cl3IrN2O2 as an isolated structure.

```
40
Properties=species:S:1:pos:R:3
C -3.48273 -0.36715 0.14422
C -3.96439 0.90416 -0.58196
H -3.43034 -1.21690 -0.53529
H -4.20426 -0.66461 0.91628
H -2.49169 -0.22997 0.62849
H -3.63400 0.90942 -1.62688
H -5.05321 1.01687 -0.58275
H -3.60110 1.80686 -0.09347
C 0.07597 -2.32805 0.18795
C 0.96143 -3.40434 0.24896
C 2.17172 -3.37796 -0.45293
C 2.46264 -2.24913 -1.19194
H -0.85824 -2.28792 0.74426
H 0.69766 -4.25154 0.87174
H 2.85343 -4.22814 -0.44272
H 3.37578 -2.14824 -1.76843
N 0.37908 -1.20745 -0.50622
C 1.55146 -1.18232 -1.20828
C 1.82927 0.12066 -1.72149
N 0.87218 1.04233 -1.35664
C 1.14226 2.34344 -1.63461
C 3.30348 1.82874 -2.59374
C 2.33437 2.77395 -2.22721
H 0.40374 3.05926 -1.29159
H 2.45800 3.83898 -2.36911
C 3.04299 0.49545 -2.32515
H 3.72476 -0.31716 -2.58121
H 4.21559 2.13377 -3.10547
Ir -0.66266 0.52866 -0.15123
C -1.37402 2.30366 0.14186
H -1.98710 1.69739 -0.61447
H -0.91108 3.21672 -0.24994
H -1.97235 2.52181 1.03088
Cl 2.32273 2.46012 3.10100
C 1.93924 0.74682 3.32786
Cl 3.19489 -0.33421 2.66543
Cl 1.69121 0.41231 5.05459
C 0.62729 0.45664 2.49909
O -0.39756 0.01298 3.03861
O 0.83626 0.64929 1.22133
```

As for the spin multiplicity: 6. Its charge is +2. For the HOMO-LUMO gap (spin up / spin down), the calculation gives 5.0 / 3.4 eV. The calculation puts the energy above the lowest of the compared OMol25 structures with the same formula, charge and spin at 20.8 kcal/mol.

No. 2
ORCA calculation (ωB97M-V/def2-TZVPD) on one molecule with the formula C15H17N3O2.

```
37
Properties=species:S:1:pos:R:3
O 2.47391 -1.71364 -2.24281
C 1.37843 -1.05937 -2.16006
N 0.41581 -1.15802 -3.19321
C -0.79429 -0.63478 -3.40695
C -1.10212 -0.90127 -4.89843
H -2.24871 -1.26346 -4.96075
C -0.33783 -2.52529 -5.15168
C 0.83205 -1.94685 -4.55366
H 1.37729 -2.87067 -4.24427
H 1.55492 -1.44892 -5.12687
H -0.58560 -2.62846 -6.24259
H -1.06010 -3.15223 -4.77592
H -0.79419 -0.16457 -5.59306
H -0.90446 0.36701 -3.27533
H -1.48408 -1.01279 -2.75902
C 0.94087 -0.47564 -1.10319
C 0.41673 -1.32431 -0.03260
C -0.17058 -0.65850 1.10467
N 0.32333 0.28752 1.97028
C -0.53584 0.49417 2.82359
N -1.68702 0.18393 2.48185
O -1.60239 -0.85618 1.40767
C -0.30583 1.45051 3.91742
C 1.06753 1.80838 4.06796
C 1.20316 3.05797 5.00422
C 0.37354 3.27096 6.06375
C -0.70855 2.77458 5.84519
C -1.36027 1.92420 4.81716
H -2.14512 1.38085 4.62907
H -1.61986 2.99943 6.59134
H 0.51710 3.94057 6.79668
H 2.41438 3.33361 5.14548
H 1.82048 1.67968 3.39172
H -0.46783 -1.80926 -0.56010
H 1.07059 -2.04714 0.19196
H -0.00909 0.41023 -1.31143
H 1.74365 0.28775 -0.65812
```

Its SMILES is O=C(CCc1nc(-c2ccccc2)no1)N1CCCC1. For the HOMO-LUMO gap, the calculation gives 8.9 eV. The calculation puts the energy above the lowest of the compared OMol25 structures with the same formula, charge and spin at 309.2 kcal/mol.

No. 3
ORCA calculation (ωB97M-V/def2-TZVPD) on one molecule with the formula C15H17NO5.

```
38
Properties=species:S:1:pos:R:3
C 2.84735 -1.57831 -0.20044
O 2.33770 -2.67193 -0.92456
C 2.18012 -3.86212 -0.17522
C 0.70392 -4.12642 0.16474
N 0.12003 -3.03187 0.90273
C 0.02953 -3.02366 2.24386
O 0.32457 -3.95991 2.95340
C -0.52906 -1.72477 2.83472
H -0.02844 -1.53120 3.78619
H -1.60374 -1.86066 3.01019
O -0.32524 -0.59634 1.99667
C -1.41087 -0.07875 1.37520
O -2.52259 -0.53401 1.49369
C -1.06800 1.08423 0.55001
C -2.01324 1.69943 -0.18301
C -1.66028 2.81063 -1.02853
C -2.60561 3.59004 -1.69339
C -2.20794 4.58502 -2.56317
C -0.85593 4.79450 -2.79886
C 0.09922 4.03253 -2.15117
C -0.29188 3.05261 -1.24671
O 0.67438 2.30915 -0.65220
C 0.33547 1.62840 0.54653
H 0.46140 2.31767 1.39975
H 1.07183 0.82806 0.64744
H 1.15200 4.18433 -2.32876
H -0.54272 5.56148 -3.49093
H -2.94509 5.18952 -3.06849
H -3.65375 3.40155 -1.51450
H -3.03052 1.33734 -0.17512
H -0.08478 -2.19298 0.38271
H 0.13700 -4.26518 -0.75810
H 0.63144 -5.02074 0.78678
H 2.54990 -4.68731 -0.79266
H 2.76858 -3.81990 0.74725
H 2.23674 -1.34108 0.67821
H 2.84299 -0.73150 -0.88526
H 3.87552 -1.76785 0.13100
```

Its SMILES is COCCNC(=O)COC(=O)C1=Cc2ccccc2OC1. For the HOMO-LUMO gap, the calculation gives 8.3 eV. The calculation puts the energy above the lowest of the compared OMol25 structures with the same formula, charge and spin at 46.0 kcal/mol.

No. 4
ORCA calculation (ωB97M-V/def2-TZVPD) on one molecule with the formula C15H17NO7.

```
40
Properties=species:S:1:pos:R:3
C -2.57009 -3.77302 0.60932
H -1.96100 -3.55797 1.49256
O -3.56145 -2.79063 0.41391
C -3.16924 -1.51080 0.19787
C -4.19022 -0.58590 0.00660
C -3.90782 0.75551 -0.22986
C -2.58510 1.18772 -0.25425
C -1.56634 0.26111 -0.05786
C -1.84588 -1.08204 0.15513
H -1.01588 -1.75578 0.28836
C -0.13595 0.65975 -0.08662
O 0.75329 -0.07032 -0.49134
N 0.13531 1.91164 0.36227
H -0.55936 2.40941 0.89290
C 1.51743 2.33191 0.44619
C 2.35769 1.17718 0.99508
O 2.10015 0.57778 2.00216
O 3.43038 0.97303 0.23208
C 4.23445 -0.16044 0.56181
C 3.72265 -1.41740 -0.13396
H 3.96738 -2.30030 0.45477
H 2.64715 -1.36350 -0.29168
C 4.49864 -1.39757 -1.45450
H 3.93774 -0.88357 -2.24115
H 4.78885 -2.38902 -1.80479
O 5.69413 -0.66170 -1.20594
C 5.61014 0.06904 -0.09815
O 6.47827 0.78314 0.30233
H 4.30426 -0.24584 1.65037
H 1.89923 2.59786 -0.54417
H 1.60076 3.18509 1.11946
H -2.34059 2.21685 -0.46202
O -4.98852 1.55778 -0.41986
C -4.78049 2.92479 -0.68123
H -4.28108 3.42402 0.15570
H -5.77309 3.35261 -0.81152
H -4.19969 3.07674 -1.59662
H -5.21603 -0.91344 0.03188
H -1.92090 -3.86708 -0.26643
H -3.10914 -4.70666 0.76125
```

Its SMILES is COc1cc(OC)cc(C(=O)NCC(=O)O[C@H]2CCOC2=O)c1. For the HOMO-LUMO gap, the calculation gives 9.3 eV. The calculation puts the energy above the lowest of the compared OMol25 structures with the same formula, charge and spin at 1.0 kcal/mol.

No. 5
ORCA calculation (ωB97M-V/def2-TZVPD) on C15H17NPtS2 as an isolated structure.

```
36
Properties=species:S:1:pos:R:3
C 0.06640 -0.73763 -2.00295
C -1.26868 1.59161 -2.54316
C -1.19972 -1.44198 -1.99128
H 0.92788 -1.25703 -1.56443
C -1.96168 1.41590 -1.24051
H -1.33937 2.63543 -2.87113
H -1.51832 -1.58117 -3.03585
H -2.32531 2.37568 -0.86481
C -2.51467 -1.14923 -1.27471
H -2.61295 -1.84947 -0.43238
H -3.35265 -1.42946 -1.94427
C 0.28330 -0.23369 -3.45341
H 0.32288 -1.07649 -4.15857
H 1.17773 0.38339 -3.59850
C -1.02140 0.62628 -3.68707
H -1.88762 -0.02939 -3.82910
H -0.93543 1.20874 -4.61059
C -2.83909 0.28035 -0.78857
H -3.88821 0.50619 -1.03352
H -2.81037 0.25503 0.31131
Pt -0.07490 1.27937 -1.05835
H -0.81782 -2.49010 -1.92950
S 2.31552 1.14543 -0.89783
C 2.25956 0.67023 0.71851
N 1.20036 0.50973 1.49009
C 1.52855 0.18582 2.78922
C 0.65930 -0.03221 3.87712
C 1.19184 -0.31735 5.13322
C 2.58269 -0.40456 5.32930
C 3.46222 -0.19950 4.26083
C 2.93984 0.09084 3.00751
S 3.81275 0.40032 1.53130
H -0.41338 0.03543 3.69906
H 0.52593 -0.47974 5.98057
H 2.98278 -0.63638 6.31735
H 4.54204 -0.25038 4.36512
```

As for the spin multiplicity: 3. For the HOMO-LUMO gap (spin up / spin down), the calculation gives 6.1 / 5.6 eV. The calculation puts the energy above the lowest of the compared OMol25 structures with the same formula, charge and spin at 17.2 kcal/mol.

No. 6
ORCA calculation (ωB97M-V/def2-TZVPD) on a 2-piece molecular cluster, C15H18 overall.

```
33
Properties=species:S:1:pos:R:3
C 0.19966 -2.11856 1.71910
C 1.67429 -2.31416 1.32399
C -0.02167 -0.71196 2.26639
C -1.28261 -0.49231 2.82058
C 0.88049 0.26600 2.05353
C -1.63333 0.79403 3.10948
C 0.55753 1.52237 2.51669
C -0.74460 1.80054 2.83117
H -0.31787 -2.11180 0.76211
H -0.03874 -2.86702 2.43592
H 1.79867 -2.71798 0.40082
H -2.12142 -1.10330 2.90031
H 1.75138 0.29055 1.44431
H -2.62232 0.98179 3.60456
H 1.43655 2.25247 2.67284
H -0.88897 2.71864 3.26143
H 2.00014 -3.14224 1.88394
H 2.43250 -1.55904 1.76398
C 2.23283 0.91810 -2.85608
C 0.49288 -0.62012 -1.92269
C 0.87798 0.28399 -2.95343
C -0.85659 -0.69431 -1.65534
C -0.08260 0.91730 -3.73798
C -1.87491 0.11947 -2.23595
C -1.48383 0.93692 -3.32155
H 1.26180 -1.19025 -1.33408
H -1.15611 -1.25827 -0.74616
H 2.39890 1.19877 -1.88186
H 2.43969 1.84082 -3.42252
H 0.19224 1.55042 -4.57910
H -2.88195 -0.09833 -1.92484
H -2.31240 1.32240 -3.83463
H 3.01480 0.24846 -3.15451
```

Its SMILES is CCc1ccccc1.Cc1ccccc1. For the HOMO-LUMO gap, the calculation gives 9.7 eV. The calculation puts the energy above the lowest of the compared OMol25 structures with the same formula, charge and spin at 67.5 kcal/mol.

Here are the calculated electronic energy numbers, same order: -63287.653, -24383.589, -27558.155, -31653.625, -42233.615, -15844.054 (eV).